Here is a molecular structure, C18H20CaN4O4S2 from the Open Molecules 2025 dataset. Energies are from wB97M-V/def2-TZVPD.

```
! RIJCOSX wB97M-V def2-TZVPD def2/J DEFGRID3
* xyz 0 1
Ca -0.1052 0.2597 0.1437
O 1.4404 -0.2699 1.7285
N 0.8636 -0.5097 2.8950
C 1.4253 0.0753 3.9772
C 0.9265 -0.1039 5.2368
C -0.2005 -0.9129 5.3918
C -0.7643 -1.4908 4.2842
C -0.2458 -1.2986 2.9896
S -0.9768 -2.0255 1.6076
H 2.2820 0.6820 3.7294
H 1.4042 0.3844 6.0728
H -0.6287 -1.0781 6.3711
H -1.6401 -2.1178 4.3632
O -1.0345 1.9075 1.5625
N -0.2649 2.8279 1.1911
O 0.3546 2.5717 0.1299
S 2.1922 -2.4386 -3.3879
C 1.1328 -1.8749 -2.1547
N 1.3658 -0.6944 -1.6912
C 2.4579 -0.1216 -2.3248
C 2.9618 1.1536 -2.0589
C 4.0565 1.5817 -2.7763
C 4.6509 0.7627 -3.7467
C 4.1613 -0.4967 -4.0186
C 3.0526 -0.9343 -3.2959
H 0.3297 -2.4976 -1.7839
H 2.4942 1.7804 -1.3089
H 4.4669 2.5649 -2.5903
H 5.5105 1.1278 -4.2924
H 4.6237 -1.1235 -4.7688
O -1.9388 0.2700 -1.3985
C -3.1576 0.1882 -1.4916
C -3.9867 -0.5398 -0.4789
C -4.2263 0.5347 0.6146
C -4.7262 1.9124 0.1352
C -3.7124 2.7701 -0.6504
C -3.6009 2.4234 -2.1459
N -3.8603 0.9843 -2.3557
H -3.4486 -1.3871 -0.0570
H -4.9368 -0.8719 -0.9024
H -3.2902 0.6755 1.1612
H -4.9458 0.1254 1.3253
H -4.9955 2.4700 1.0338
H -5.6603 1.8022 -0.4305
H -2.7360 2.6671 -0.1730
H -3.9843 3.8233 -0.5599
H -2.6146 2.6675 -2.5341
H -4.3379 2.9623 -2.7404
H -4.8501 0.7941 -2.2987
*
```

Computed properties:
* energy above the lowest of the compared OMol25 structures with the same formula, charge and spin: 11.3 kcal per mole
* calculated total energy: -2691.9484 Eh
* Kohn-Sham gap: 0.289 Ha
* HOMO level: -7.4851 eV